# 1
C5H13N | ωB97M-V/def2-TZVPD

Calculated values
- 2S+1: 1
- Structure (SMILES): C=CN.CCC
- Gap between HOMO and LUMO: 9.0392 eV

Last column: natural (NBO) charge in e.
Geometry (Å):
C: 1.622 -0.728 -3.255  -0.546
C: 1.636 -0.884 -1.939  0.019
N: 2.078 -2.033 -1.298  -0.831
H: 2.014 -1.420 -3.986  0.198
H: 1.188 0.167 -3.680  0.205
H: 1.446 -0.150 -1.164  0.192
H: 2.224 -2.883 -1.837  0.375
H: 2.017 -2.241 -0.311  0.388
C: -2.209 0.740 0.665  -0.623
C: -1.524 1.363 1.899  -0.400
C: -0.239 0.665 2.370  -0.606
H: -2.449 1.574 -0.006  0.209
H: -3.062 0.116 0.921  0.206
H: -1.612 0.158 -0.047  0.207
H: -2.283 1.638 2.626  0.207
H: -1.188 2.354 1.568  0.190
H: 0.526 0.538 1.608  0.200
H: 0.151 1.374 3.106  0.208
H: -0.334 -0.349 2.762  0.202


# 2
C5H13N | ωB97M-V/def2-TZVPD

Calculated values
- 2S+1: 1
- Gap between HOMO and LUMO: 7.3084 eV

Last column: natural (NBO) charge in e.
Geometry (Å):
C: -2.149 -2.070 1.299  -0.409
N: -0.880 -1.487 0.972  -0.863
C: -0.266 0.601 -0.805  -0.573
C: 1.128 0.762 -1.296  0.098
C: 0.117 2.038 -0.250  -0.631
C: 2.299 0.228 -0.365  -0.677
H: -2.139 -2.502 2.311  0.185
H: -2.249 -2.895 0.618  0.183
H: -3.043 -1.364 1.160  0.146
H: -0.709 -1.072 0.024  0.392
H: -1.206 0.630 -1.320  0.203
H: -0.878 -0.708 1.591  0.333
H: 1.416 1.296 -2.269  0.189
H: 0.937 2.740 -0.504  0.220
H: 0.321 1.895 0.864  0.217
H: -0.798 2.594 -0.455  0.276
H: 2.838 1.142 -0.013  0.215
H: 3.026 -0.435 -0.843  0.246
H: 1.867 -0.265 0.535  0.249


# 3
C5H13N | ωB97M-V/def2-TZVPD

Calculated values
- 2S+1: 1
- Structure (SMILES): CCN(C)CC
- Gap between HOMO and LUMO: 9.4965 eV

Last column: natural (NBO) charge in e.
Geometry (Å):
C: -2.463 -0.156 -0.300  -0.632
C: -1.131 -0.725 0.322  -0.205
N: -0.045 0.021 -0.170  -0.458
C: 0.017 1.415 0.163  -0.421
C: 1.174 -0.788 0.132  -0.219
C: 2.492 -0.118 -0.253  -0.632
H: -3.362 -0.744 -0.087  0.213
H: -2.421 -0.250 -1.475  0.207
H: -2.748 0.905 -0.136  0.210
H: -1.181 -0.740 1.479  0.152
H: -0.997 -1.765 -0.016  0.202
H: -0.146 1.648 1.283  0.155
H: 0.957 1.918 -0.114  0.213
H: -0.895 1.921 -0.355  0.205
H: 1.223 -0.961 1.238  0.166
H: 1.013 -1.713 -0.497  0.201
H: 2.383 0.331 -1.320  0.211
H: 3.339 -0.915 -0.292  0.222
H: 2.791 0.716 0.396  0.209


# 4
C5H13N | ωB97M-V/def2-TZVPD

Calculated values
- 2S+1: 1
- Structure (SMILES): CN(C)C.C=C
- Gap between HOMO and LUMO: 9.8152 eV

Last column: natural (NBO) charge in e.
Geometry (Å):
C: 0.147 -2.561 -0.850  -0.418
N: 0.630 -2.939 0.469  -0.432
C: -0.302 -3.865 1.094  -0.416
C: 1.944 -3.554 0.361  -0.418
H: -0.839 -2.077 -0.755  0.201
H: 0.050 -3.432 -1.520  0.161
H: 0.849 -1.843 -1.306  0.199
H: -0.420 -4.792 0.508  0.161
H: 0.061 -4.129 2.101  0.200
H: -1.290 -3.383 1.191  0.200
H: 1.924 -4.467 -0.256  0.161
H: 2.649 -2.837 -0.093  0.199
H: 2.311 -3.817 1.368  0.201
C: 2.529 0.771 0.693  -0.389
C: 3.318 0.895 -0.376  -0.397
H: 1.925 -0.130 0.850  0.205
H: 2.463 1.567 1.443  0.194
H: 3.385 0.099 -1.127  0.191
H: 3.922 1.796 -0.534  0.194


# 5
C5H13N | ωB97M-V/def2-TZVPD

Calculated values
- Total charge: +1
- 2S+1: 2
- <S²>: 0.7634
- Gap between HOMO and LUMO (alpha / beta): 10.0809 / 6.2855 eV

Last column: natural (NBO) charge in e.
Geometry (Å):
C: 0.846 -0.799 0.757  -0.649
C: -0.054 -1.694 -0.082  -0.401
C: -1.512 -1.743 0.368  -0.621
H: 0.239 -0.068 1.296  0.186
H: 1.786 -0.525 0.281  0.218
H: 1.213 -1.415 1.605  0.245
H: 0.309 -2.692 -0.314  0.230
H: -0.132 -1.269 -1.113  0.166
H: -1.764 -2.382 1.225  0.233
H: -1.838 -0.706 0.367  0.178
H: -2.096 -2.388 -0.313  0.234
C: 1.087 1.545 -1.368  -0.118
C: -0.057 1.794 -0.653  0.107
N: -0.124 2.601 0.429  -0.572
H: 2.024 1.982 -1.038  0.222
H: 1.009 1.025 -2.314  0.245
H: -1.024 1.544 -1.083  0.245
H: 0.773 2.961 0.756  0.413
H: -0.683 2.227 1.194  0.439


# 6
C5H13N2 | ωB97M-V/def2-TZVPD

Calculated values
- Total charge: +1
- 2S+1: 1
- Structure (SMILES): CN/C=C/CC[NH3+]
- Gap between HOMO and LUMO: 8.3637 eV

Last column: natural (NBO) charge in e.
Geometry (Å):
C: 3.361 -1.006 0.032  -0.416
N: 2.136 -0.263 -0.405  -0.585
C: 0.947 -0.505 0.186  0.091
C: -0.283 -0.660 -0.370  -0.424
C: -1.498 -0.529 0.489  -0.466
C: -1.924 0.890 0.821  -0.187
N: -2.161 1.590 -0.539  -0.694
H: 3.844 -0.427 0.811  0.214
H: 4.007 -0.961 -0.846  0.214
H: 3.185 -2.058 0.227  0.208
H: 2.219 -0.090 -1.390  0.388
H: 1.002 -0.694 1.260  0.191
H: -0.336 -0.705 -1.455  0.209
H: -2.330 -0.977 -0.075  0.219
H: -1.571 -1.129 1.399  0.260
H: -1.136 1.460 1.301  0.229
H: -2.899 0.961 1.288  0.227
H: -1.361 1.274 -1.103  0.444
H: -2.989 1.222 -1.021  0.434
H: -2.212 2.606 -0.609  0.444


# 7
C5H13N2 | ωB97M-V/def2-TZVPD

Calculated values
- Total charge: +1
- 2S+1: 1
- Gap between HOMO and LUMO: 5.7841 eV

Last column: natural (NBO) charge in e.
Geometry (Å):
C: -2.376 -0.031 0.960  -0.627
C: -0.818 0.343 1.215  -0.419
C: -0.171 0.901 -0.120  -0.204
N: 3.237 -0.935 0.010  -0.744
C: 2.101 -0.190 0.484  0.186
C: 1.260 0.525 -0.305  -0.260
N: -1.284 -0.171 -2.048  -0.790
H: -2.968 -0.047 1.906  0.240
H: -2.441 -1.113 0.618  0.233
H: -0.712 1.083 2.050  0.258
H: -0.145 -0.500 1.603  0.214
H: -0.269 1.990 -0.272  0.288
H: -0.788 0.373 -0.970  0.287
H: 3.428 -1.932 0.482  0.448
H: 3.591 -0.866 -0.916  0.411
H: 2.054 -0.150 1.581  0.230
H: 1.791 0.750 -1.247  0.238
H: -2.939 0.627 0.258  0.232
H: -0.783 -0.965 -2.476  0.383
H: -1.771 0.309 -2.814  0.397


# 8
C5H13N2 | ωB97M-V/def2-TZVPD

Calculated values
- Total charge: +1
- 2S+1: 1
- Gap between HOMO and LUMO: 9.0804 eV

Last column: natural (NBO) charge in e.
Geometry (Å):
C: 1.157 1.602 -1.213  0.204
C: 1.836 2.969 -1.385  -0.686
C: -0.876 -0.670 1.890  -0.729
C: -0.398 -2.750 0.388  -0.740
C: -0.989 -1.475 0.631  0.560
N: 0.480 1.158 -0.239  -0.726
N: -1.688 -0.945 -0.376  -0.630
H: 1.022 0.961 -2.009  0.165
H: 2.405 3.199 -0.560  0.234
H: 0.987 3.653 -1.669  0.253
H: 2.537 2.811 -2.304  0.237
H: -1.927 -0.526 2.382  0.290
H: -0.467 0.370 1.568  0.290
H: -0.229 -1.249 2.631  0.263
H: 0.082 -3.225 1.275  0.267
H: -1.112 -3.485 0.086  0.278
H: 0.383 -2.623 -0.269  0.280
H: -1.740 -1.525 -1.138  0.409
H: 0.463 1.701 0.706  0.331
H: -1.923 0.048 -0.395  0.449


# 9
C5H13N2 | ωB97M-V/def2-TZVPD

Calculated values
- Total charge: +1
- 2S+1: 1
- Structure (SMILES): C=C(N)C[C@H](C)[NH3+]
- Gap between HOMO and LUMO: 9.0526 eV

Last column: natural (NBO) charge in e.
Geometry (Å):
C: -0.842 1.050 2.277  -0.461
C: 0.082 0.619 1.412  0.138
N: 1.252 -0.068 1.798  -0.835
C: -0.163 0.849 -0.067  -0.449
C: 0.277 -0.356 -0.932  -0.049
C: -0.046 -0.092 -2.392  -0.638
N: -0.411 -1.580 -0.368  -0.684
H: -1.597 1.703 1.862  0.210
H: -0.674 1.234 3.332  0.225
H: 1.906 -0.272 1.064  0.366
H: 1.657 0.419 2.586  0.409
H: 0.357 1.727 -0.428  0.256
H: -1.234 0.900 -0.243  0.223
H: 1.354 -0.444 -0.810  0.211
H: -0.959 0.491 -2.490  0.234
H: -0.154 -1.015 -2.965  0.225
H: 0.765 0.420 -2.906  0.261
H: 0.375 -2.145 -0.046  0.455
H: -1.055 -1.325 0.385  0.460
H: -0.892 -2.115 -1.068  0.442


# 10
C5H13N2 | ωB97M-V/def2-TZVPD

Calculated values
- Total charge: +1
- 2S+1: 1
- Gap between HOMO and LUMO: 6.5716 eV

Last column: natural (NBO) charge in e.
Geometry (Å):
C: -1.780 -0.428 -2.858  -0.595
C: -2.242 -0.227 -1.405  -0.490
C: -1.244 -0.620 -0.362  0.213
N: 0.885 0.698 2.371  -0.823
C: 0.290 -0.146 1.457  0.333
C: -0.572 0.252 0.459  -0.379
N: 3.618 0.366 1.320  -1.097
H: -1.506 -1.401 -3.248  0.238
H: -2.546 0.054 -3.467  0.248
H: -3.173 -0.755 -1.170  0.263
H: -2.466 0.833 -1.293  0.230
H: -1.115 -1.691 -0.201  0.218
H: 4.436 0.741 1.770  0.380
H: 1.112 1.650 2.093  0.432
H: 0.354 0.638 3.239  0.431
H: 0.801 -1.103 1.281  0.217
H: -0.870 1.298 0.408  0.243
H: -0.906 0.220 -2.969  0.217
H: 3.020 -0.091 1.970  0.354
H: 3.903 -0.291 0.605  0.366


Electronic energy, respectively: -6884.6236; -6880.0227; -6884.7382; -6884.4803; -6876.2992; -8368.5884; -8363.4111; -8368.0109; -8368.9048; -8367.2791 eV.